1.
The following is a DFT calculation (ωB97M-V/def2-TZVPD) of a structure of composition C26H29FGdN6OPS2.

Structure (ORCA input):
```
! RIJCOSX wB97M-V def2-TZVPD def2/J DEFGRID3
* xyz 0 8
Gd 0.1990 -0.9796 -1.0239
S -1.2729 -0.9798 1.8005
S 1.5113 0.7733 0.8876
P -0.1917 0.6967 1.9389
F -4.0768 3.7196 -2.7340
O -0.6651 -1.4234 -3.4103
N 0.1321 -3.4783 0.4079
N -0.8410 -1.1766 -5.6436
N 2.1110 -0.0262 -2.2375
N 2.3156 0.0560 -6.7858
N 2.5207 -2.0942 -0.0993
N 1.3858 -3.1094 -2.4671
C 1.3402 -3.8753 1.1547
C 2.3321 -2.7149 1.2121
C -1.1999 2.1779 1.5975
C -2.9177 0.5165 -1.5487
C 1.5010 0.7397 4.1738
C -0.8065 1.3003 4.5833
C -2.5867 2.1287 1.6372
C 3.3500 -2.8554 -1.0351
C 1.7755 0.8963 5.5253
C -3.3160 3.3056 1.5466
C -1.0492 1.9271 -1.9314
C -2.6637 4.5222 1.4186
C 0.7646 1.2615 6.4010
C 1.1511 -0.4349 -4.5567
C 1.7389 -0.1636 -3.3323
C 0.2112 0.9474 3.7015
C -1.2782 4.5691 1.3739
C -1.8866 2.9526 -2.3495
C -0.1635 -1.0269 -4.4843
C -3.7810 1.5141 -1.9731
C -1.5300 0.6805 -1.5103
C 1.7922 -0.1422 -5.7762
C -0.5261 1.4606 5.9302
C 2.5206 -3.8260 -1.8766
C -3.2456 2.7249 -2.3587
C -0.5438 3.3987 1.4645
H -3.2401 5.4354 1.3381
H -1.4933 3.9122 -2.6593
H 4.1471 -3.4053 -0.5191
H 1.7992 -4.7336 0.6667
H 3.2806 -3.0742 1.6333
H 3.8142 -2.1400 -1.7156
H -1.3164 1.7418 6.6147
H 0.0219 2.1197 -1.9458
H 3.1732 -4.2753 -2.6324
H -4.3981 3.2744 1.5696
H -3.0832 1.1722 1.7389
H -4.8537 1.3695 -1.9914
H 0.5388 3.4180 1.4428
H -0.7711 5.5195 1.2646
H -3.3574 -0.4292 -1.2428
H 2.7810 0.7342 5.8925
H 1.9326 -1.9476 1.8777
H 1.1046 -4.1771 2.1786
H 2.9660 -1.1978 0.0568
H 0.9810 1.3951 7.4534
H 2.1294 -4.6353 -1.2648
H -1.7978 -1.4780 -5.6015
H 1.7067 -2.5861 -3.2751
H 2.2835 0.4698 3.4768
H 0.6934 -3.7615 -2.8138
H -0.5095 -3.0564 1.0705
H -0.4955 -0.7689 -6.4954
H -0.3348 -4.3040 0.0495
H -1.8136 1.4460 4.2119
*
```

HOMO-LUMO gap (alpha / beta)   7.45 / 8.48 eV
ΔE to the lowest compared entry with this formula, charge and spin   0.00 kcal per mole
E_tot   -92935.93728 eV
Highest occupied orbital energy (alpha / beta)   -8.29 / -8.43 eV

---

2.
The following is a DFT calculation (ωB97M-V/def2-TZVPD) of an isolated molecule of C26H29N3O.

Structure (ORCA input):
```
! RIJCOSX wB97M-V def2-TZVPD def2/J DEFGRID3
* xyz 0 1
O 2.6137 0.4782 3.6787
N 1.3353 1.5971 -2.2358
N 0.7442 -0.1693 2.5293
N 1.3325 1.5884 0.5975
C 0.9995 -1.8430 4.2871
C -2.1772 -1.3875 -4.3860
C -0.0818 0.3940 -3.9206
C 1.8192 0.4457 -1.5030
C 0.2600 2.2202 -1.4941
C -2.4304 -0.0319 -4.2619
C 0.3079 -1.3121 3.2026
C -0.9001 -1.9014 2.7983
C 1.7332 1.9323 1.9574
C -1.3902 0.8508 -4.0294
C -1.0856 -1.4210 0.3618
C 1.0487 1.3555 -3.6413
C 0.1613 -0.9688 -4.0485
C -0.7045 -3.5092 4.5860
C -0.8777 -1.8541 -4.2793
C -1.6533 -1.3954 1.6332
C -3.0891 -0.4929 -0.5739
C -1.8027 -0.9795 -0.7348
C -3.6621 -0.4649 0.6865
C -1.3953 -2.9876 3.5073
C -2.9521 -0.9204 1.7829
C 0.8125 2.7134 -0.1589
C 1.7771 0.6598 2.8225
C 2.3776 0.9233 -0.1644
C 3.0401 2.7147 2.1150
C 0.4964 -2.9364 4.9677
H 1.0462 -3.3379 5.8056
H 0.1834 0.1224 1.7341
H 1.9251 -1.3859 4.5937
H 1.5903 3.4664 -0.3642
H 1.9712 0.9787 -4.0932
H -3.4409 0.3400 -4.3521
H -3.6421 -0.1447 -1.4335
H -1.3650 -1.0237 -1.7202
H 1.0227 -0.2950 -1.3257
H 0.9158 2.5384 2.3748
H -2.3291 -3.4311 3.1921
H 2.6200 -0.0280 -2.0753
H 0.8210 2.3276 -4.0895
H 3.2193 1.6011 -0.3737
H -0.5748 1.5232 -1.3037
H 1.1743 -1.3388 -3.9747
H -2.9880 -2.0775 -4.5669
H 3.8918 2.1011 1.8352
H -0.1163 3.0732 -2.0631
H -0.6726 -2.9102 -4.3772
H 3.1587 2.9940 3.1577
H 3.0260 3.6158 1.5068
H -4.6679 -0.0921 0.8152
H 0.0111 3.1830 0.4176
H -1.1009 -4.3580 5.1225
H -1.5942 1.9086 -3.9421
H -0.0874 -1.8174 0.2362
H 2.7436 0.0723 0.4150
H -3.3980 -0.9035 2.7670
*
```

HOMO-LUMO gap   8.93 eV
ΔE to the lowest compared entry with this formula, charge and spin   0.00 kcal per mole
E_tot   -33951.66565 eV
Highest occupied orbital energy   -8.20 eV

---

3.
The following is a DFT calculation (ωB97M-V/def2-TZVPD) of a structure of composition C26H29N5O2S5Zn.

Structure (ORCA input):
```
! RIJCOSX wB97M-V def2-TZVPD def2/J DEFGRID3
* xyz -2 1
Zn -1.3024 0.2773 0.7596
S -5.5237 2.4764 0.0766
S -7.3049 2.9412 -2.2806
S -2.1644 0.2171 -1.4854
S -3.1512 1.5240 1.6200
S -4.7200 1.4458 -2.4243
O 1.8141 0.8281 -0.8447
O 1.2469 -0.4054 -1.3323
N -1.3732 -1.6310 1.4060
N -4.7452 -4.7424 1.8392
N -2.5274 -3.7819 1.3203
N 0.3833 1.2525 1.1515
N 1.5832 -1.2815 -0.2987
C -4.0024 1.6026 0.0951
C 0.0034 3.6563 0.7256
C 2.7333 -3.9187 -2.1510
C 2.1802 1.8554 4.5858
C 0.8716 -4.8994 -0.8005
C 1.6075 0.8075 0.6800
C 0.4073 -3.0118 -2.3548
C -3.7262 -4.2288 1.6078
C 0.1753 5.2250 2.5650
C 2.1520 -2.8790 1.0483
C 0.3252 2.5984 1.5953
C 0.7920 1.7413 3.9507
C 2.2297 -1.6400 1.7549
C 0.8461 3.9038 -1.6273
C 0.5328 2.8676 2.9655
C -1.6375 4.0047 -1.1618
C -5.9017 2.3581 -1.5879
C 1.7421 -2.6426 -0.2561
C -0.2967 3.4023 -0.7368
C -0.3035 1.6761 5.0191
C -0.0616 4.9539 1.2261
C -2.0050 -2.6129 1.3678
C 1.4396 -3.6011 -1.3872
C 0.4640 4.1792 3.4283
C 1.8658 -0.6613 0.8611
C -3.6178 1.1081 -1.1013
H -0.1339 0.8299 5.6929
H -1.5930 5.1000 -1.2135
H 3.1565 -3.0104 -2.5897
H 0.7518 0.8149 3.3839
H 0.6208 4.3854 4.4844
H -0.3723 2.3269 -0.8773
H 3.4780 -4.3531 -1.4794
H 2.4428 1.4443 0.9809
H -2.4264 3.7230 -0.4600
H -1.9171 3.6275 -2.1488
H -0.0317 -4.7071 -0.2200
H 2.9616 1.8596 3.8202
H 2.2727 2.7809 5.1640
H 0.1215 -3.7728 -3.0872
H -0.3259 2.5910 5.6220
H 0.1103 6.2408 2.9388
H 1.6028 -5.3901 -0.1501
H 2.5322 -4.6318 -2.9591
H 2.4901 -1.4925 2.7933
H 0.6268 3.6889 -2.6784
H 0.6200 -5.5904 -1.6113
H 1.7871 3.4093 -1.3732
H -1.2861 1.5545 4.5550
H -0.3168 5.7684 0.5542
H 2.3667 1.0140 5.2615
H 0.9811 4.9863 -1.5160
H 0.8039 -2.1499 -2.8943
H 2.3397 -3.8578 1.4633
H -0.4960 -2.6909 -1.8270
*
```

HOMO-LUMO gap   5.98 eV
E_tot   -141573.13854 eV
Highest occupied orbital energy   -1.67 eV

---

Number 1: maximum force 0.98 eV/A. Number 2: maximum force 0.46 eV/A. Number 3: maximum force 0.53 eV/A.